{"formula": "C20H39N4OS2", "method": "wB97M-V/def2-TZVPD", "e_homo_ev": -10.23, "charge": 1, "smiles": "CCCCN(CCCCn1nc(COCCC)[n+](C)c1C)C(=S)SCCC", "mol_weight_da": 415.69, "fmax_ev_per_a": 1.12, "species": ["C", "C", "C", "C", "N", "C", "C", "C", "C", "N", "N", "C", "C", "O", "C", "C", "C", "N", "C", "C", "C", "C", "S", "S", "C", "C", "C", "H", "H", "H", "H", "H", "H", "H", "H", "H", "H", "H", "H", "H", "H", "H", "H", "H", "H", "H", "H", "H", "H", "H", "H", "H", "H", "H", "H", "H", "H", "H", "H", "H", "H", "H", "H", "H", "H", "H"], "positions_angstrom": [[0.28912, -1.83699, 4.00365], [-0.80748, -2.60938, 3.28904], [-1.06618, -2.02867, 1.89963], [-1.50784, -3.08248, 0.90873], [-1.94021, -2.47461, -0.39154], [-1.50264, -3.25501, -1.55136], [0.00901, -3.25507, -1.68356], [0.55163, -1.83316, -1.48632], [1.85209, -1.63713, -2.24870], [2.61397, -0.47621, -1.76265], [2.04470, 0.37173, -0.86084], [2.94033, 1.28812, -0.63070], [2.67205, 2.38542, 0.32763], [2.09006, 3.46070, -0.34576], [2.01222, 4.63145, 0.44663], [1.06190, 4.49841, 1.62819], [-0.28715, 3.85894, 1.25186], [4.06945, 1.04883, -1.38311], [5.25803, 1.88233, -1.40745], [3.83322, -0.07542, -2.07388], [4.76314, -0.73715, -2.98998], [-3.33635, -2.28288, -0.37008], [-4.43967, -3.35075, -0.88651], [-3.85869, -0.73409, 0.34405], [-5.16785, -0.21762, -0.79555], [-6.02192, 0.93248, -0.24038], [-5.34939, 1.80915, 0.81117], [0.02229, -0.78637, 4.09847], [0.46086, -2.20190, 5.01093], [1.22078, -1.87289, 3.44434], [-0.53026, -3.65810, 3.21390], [-1.69311, -2.53654, 3.91177], [-1.84272, -1.27407, 1.98665], [-0.18150, -1.49659, 1.55345], [-0.73696, -3.82838, 0.75161], [-2.36988, -3.59404, 1.33940], [-1.90721, -4.26567, -1.58023], [-1.88197, -2.74528, -2.43551], [0.45467, -3.86404, -0.89966], [0.31300, -3.70218, -2.62688], [0.69270, -1.68187, -0.42786], [-0.15403, -1.11163, -1.87723], [2.46203, -2.53230, -2.26334], [1.57732, -1.42461, -3.27895], [3.56703, 2.66494, 0.89274], [1.97437, 1.97525, 1.05828], [1.74090, 5.47392, -0.17670], [3.00261, 4.86691, 0.85155], [1.54858, 3.83857, 2.34602], [0.94848, 5.44590, 2.13762], [-0.32624, 2.83904, 1.62482], [-1.10571, 4.39381, 1.71812], [-0.43261, 3.82474, 0.17890], [5.43540, 2.28886, -0.42142], [6.13727, 1.32994, -1.71375], [5.12412, 2.70581, -2.09883], [4.26743, -1.48197, -3.59831], [5.53697, -1.24502, -2.41777], [5.26134, -0.02318, -3.63370], [-4.69939, 0.11532, -1.71486], [-5.80902, -1.05281, -1.04265], [-6.97736, 0.58473, 0.13543], [-6.24606, 1.58034, -1.08281], [-4.47757, 2.31819, 0.41389], [-5.10698, 1.26165, 1.71488], [-6.04518, 2.59059, 1.10552]], "forces_ev_per_angstrom": [[0.0277, 0.1316, 0.0543], [0.3595, 0.3547, 0.0799], [-0.0727, 0.0130, 0.3557], [-0.5999, 0.7297, 0.0919], [0.2590, -0.8018, 0.3293], [0.0681, 0.0392, -0.4861], [0.1804, 0.3151, 0.6493], [0.2993, -0.4570, -0.4696], [-0.4385, 0.0418, -0.4242], [-0.0242, 0.4049, 0.5566], [0.3404, -0.1350, -0.0871], [-0.4186, -0.4896, -0.3216], [-0.2631, 0.0817, 0.5055], [0.3071, 0.1352, -0.6345], [0.2070, 0.6045, 0.9257], [-0.0523, -0.9486, -0.1963], [0.2600, 0.1885, 0.3255], [-0.3379, 0.0132, 0.4119], [0.2538, 0.3008, -0.2035], [-0.2178, 0.0427, -0.1390], [0.4575, -0.2853, -0.0768], [-0.7116, 0.5062, -0.0604], [0.0835, -0.2090, -0.4161], [0.5586, -0.0215, 0.0212], [-0.5856, 0.1655, -0.0539], [0.4130, 0.3019, 0.1066], [-0.5002, 0.2396, -0.0761], [-0.1067, 0.1646, -0.0342], [0.1049, -0.1523, 0.1090], [0.2086, -0.0999, -0.0144], [0.0193, -0.2147, 0.0427], [-0.3397, -0.2503, -0.0814], [-0.0993, 0.1704, -0.0856], [0.1735, -0.0426, -0.1753], [0.1433, -0.0370, -0.1721], [0.0178, -0.3306, 0.0245], [-0.0175, -0.1790, 0.1584], [-0.2584, 0.0357, -0.0680], [0.1210, -0.2840, -0.0486], [-0.1450, 0.0245, -0.2405], [-0.0355, 0.3352, 0.1952], [-0.2635, 0.2531, 0.2865], [0.3890, -0.0152, 0.3241], [0.1652, 0.0000, -0.2453], [0.2033, 0.1336, -0.1447], [-0.0665, -0.1655, 0.1134], [-0.2253, -0.1611, -0.4902], [0.1991, -0.0145, -0.1177], [0.0496, 0.0635, 0.2810], [0.0058, 0.3322, -0.0927], [-0.1013, -0.1675, -0.0782], [-0.2082, 0.0710, -0.0511], [-0.1187, 0.0815, -0.1815], [-0.0212, -0.0086, 0.1969], [-0.0221, -0.3029, 0.0201], [-0.1260, 0.1376, -0.1134], [-0.1552, -0.0338, -0.1067], [0.1204, -0.0948, 0.0792], [0.0001, 0.1671, -0.1790], [0.3148, -0.0449, -0.0961], [0.0399, -0.2773, 0.0792], [-0.0605, -0.2864, 0.1498], [-0.2008, 0.0184, -0.2022], [0.3209, -0.0954, 0.0248], [0.2263, -0.1146, 0.0980], [-0.1040, 0.1226, 0.0676]]}

***

{"formula": "C20H39NO13S2", "method": "wB97M-V/def2-TZVPD", "e_homo_ev": -10.12, "smiles": "CCCO[C@@]1(CON=O)C[C@H](CCCCS(=O)(=O)O)COS1(=O)=O.CCOC(C)=O.CCOC(C)=O", "mol_weight_da": 565.66, "fmax_ev_per_a": 0.50, "species": ["C", "C", "C", "O", "C", "C", "O", "N", "O", "C", "C", "C", "C", "C", "C", "S", "O", "O", "O", "C", "O", "S", "O", "O", "H", "H", "H", "H", "H", "H", "H", "H", "H", "H", "H", "H", "H", "H", "H", "H", "H", "H", "H", "H", "H", "H", "H", "C", "C", "O", "C", "C", "O", "H", "H", "H", "H", "H", "H", "H", "H", "C", "C", "O", "C", "C", "O", "H", "H", "H", "H", "H", "H", "H", "H"], "positions_angstrom": [[-0.50569, -7.21118, 0.29162], [0.04161, -5.80058, 0.00415], [-0.95422, -4.90916, -0.73778], [-0.94964, -3.55979, -0.23450], [-0.47809, -2.53868, -1.07032], [-1.30946, -2.41483, -2.37230], [-0.79233, -3.11866, -3.49204], [-0.32354, -2.19393, -4.47903], [0.25042, -2.74904, -5.31865], [-0.62618, -1.21919, -0.27241], [0.48937, -0.91533, 0.75621], [1.28517, 0.34034, 0.33058], [2.64898, 0.60773, 1.00484], [3.84300, 0.61812, 0.03554], [4.46068, -0.76012, -0.23401], [6.21527, -0.63999, -0.44484], [6.85963, -0.68876, 0.83043], [6.50831, 0.43814, -1.33703], [6.56477, -2.01292, -1.19319], [1.29079, -2.16412, 1.04646], [2.02296, -2.65946, -0.10974], [1.28740, -2.72395, -1.50933], [1.62475, -1.54976, -2.26571], [1.59589, -4.00018, -2.07010], [-1.44253, -7.39187, -0.24040], [-0.72074, -7.35158, 1.35103], [0.19461, -7.98728, -0.01162], [0.29802, -5.31413, 0.94752], [0.96493, -5.87814, -0.56574], [-1.96662, -5.29030, -0.58501], [-0.74935, -4.91484, -1.80885], [-2.28567, -2.84600, -2.14198], [-1.43186, -1.36740, -2.64539], [-1.59686, -1.29900, 0.21503], [-0.68379, -0.38971, -0.97138], [0.00367, -0.66394, 1.70361], [1.40918, 0.35781, -0.75223], [0.62318, 1.17460, 0.56582], [2.84040, -0.06723, 1.84199], [2.61811, 1.60815, 1.44209], [4.61785, 1.27971, 0.42857], [3.53246, 1.05975, -0.91158], [4.26861, -1.44814, 0.58786], [4.03954, -1.20521, -1.13632], [5.75989, -2.46248, -1.48600], [0.62361, -2.95851, 1.37575], [2.03573, -2.02684, 1.82636], [-5.16688, 2.79888, -1.37795], [-4.85349, 1.40988, -0.86529], [-3.45631, 1.24093, -0.59032], [-2.90272, 1.59327, 0.58951], [-3.68620, 2.41057, 1.57787], [-1.75011, 1.29667, 0.77322], [-4.94562, 3.56078, -0.63054], [-6.22242, 2.87274, -1.64075], [-4.57118, 3.01440, -2.26494], [-5.44864, 1.15194, 0.01088], [-5.07104, 0.66587, -1.63014], [-3.48000, 3.46124, 1.37759], [-3.32150, 2.18444, 2.57564], [-4.75986, 2.24186, 1.56051], [0.74248, 4.89656, 0.49032], [-0.59822, 5.59914, 0.52165], [-1.49119, 5.00454, 1.47249], [-1.51348, 5.34048, 2.77933], [-0.39006, 6.16878, 3.35329], [-2.40513, 4.91222, 3.45974], [1.26737, 4.98782, 1.44138], [1.37296, 5.32282, -0.29037], [0.60110, 3.83492, 0.28490], [-0.50269, 6.67029, 0.70323], [-1.10477, 5.48107, -0.43496], [0.38027, 5.49108, 3.72113], [-0.78559, 6.73106, 4.19465], [0.06065, 6.86361, 2.64997]], "forces_ev_per_angstrom": [[-0.1083, 0.0604, -0.0346], [0.0474, -0.1906, 0.1305], [-0.0616, -0.1965, -0.0451], [0.3969, -0.1115, -0.1133], [-0.2038, 0.3934, 0.0844], [-0.1116, -0.1105, -0.0494], [0.0979, -0.0673, 0.0298], [0.1874, -0.0704, -0.1031], [-0.2157, 0.0802, 0.1455], [0.1377, -0.1696, -0.1180], [-0.0118, 0.1301, -0.0058], [0.0693, 0.0333, 0.2029], [-0.0280, 0.2447, -0.2369], [0.1192, 0.0146, 0.1794], [-0.4802, -0.0687, -0.1124], [0.1255, 0.1114, 0.0309], [-0.0264, 0.0109, -0.0859], [-0.0412, -0.0964, -0.0142], [-0.0942, -0.0718, 0.1472], [-0.1574, -0.0417, 0.2372], [-0.1476, -0.0711, 0.0484], [-0.0177, 0.0523, -0.3694], [0.0091, -0.0198, 0.0740], [0.0569, -0.0169, 0.1576], [0.0571, -0.0335, -0.0669], [0.0110, 0.0044, -0.0025], [0.0085, -0.0062, 0.0256], [-0.0369, 0.0442, -0.0257], [0.0029, 0.1380, -0.0200], [-0.0248, 0.1247, 0.0597], [-0.0304, 0.0029, -0.0016], [-0.0160, 0.0841, 0.0106], [0.0561, 0.0017, -0.0034], [-0.0012, 0.0266, 0.0001], [-0.0346, 0.0102, 0.0249], [0.0032, -0.0932, 0.0121], [0.0634, -0.1719, -0.0081], [-0.0337, -0.0430, -0.1213], [0.0358, -0.0296, -0.0156], [-0.0655, -0.0483, 0.0793], [-0.0093, -0.0529, 0.0907], [0.0479, 0.0098, -0.0181], [0.2134, -0.0345, 0.0482], [-0.0025, 0.0700, -0.0541], [0.0939, 0.0397, -0.0863], [0.0072, -0.0128, -0.0035], [0.1644, 0.1043, -0.1656], [0.0881, 0.0489, 0.0269], [-0.0870, 0.0537, -0.0541], [-0.0216, -0.1701, 0.0321], [0.0850, 0.2318, -0.0473], [-0.1773, -0.2432, 0.1118], [-0.0385, 0.0128, 0.0754], [-0.0385, -0.0126, 0.0206], [-0.0031, -0.0085, -0.0067], [-0.0226, -0.0165, -0.0174], [0.0208, 0.0159, 0.0147], [0.0365, -0.0026, -0.0050], [0.0005, 0.0211, 0.0624], [0.1197, 0.0955, -0.0251], [0.0038, 0.0494, -0.0963], [-0.0087, -0.0623, 0.0733], [0.1572, -0.0541, -0.0571], [-0.2002, 0.0778, -0.0791], [0.1337, -0.0818, 0.0575], [-0.1030, 0.1917, -0.0452], [-0.0294, 0.0082, -0.0053], [0.0137, 0.0424, -0.0128], [-0.0062, 0.0003, -0.0105], [-0.0087, 0.0063, -0.0264], [0.0054, -0.0096, 0.0419], [-0.0299, -0.0118, 0.0183], [0.0133, -0.0079, -0.0118], [-0.0005, -0.0787, 0.0475], [0.0456, -0.0589, -0.0204]]}